The ion C4H9N with charge +1 in a non-equilibrium geometry. Source: the Open Molecules 2025 dataset; level of theory: the ωB97M-V functional and the def2-TZVPD basis.

As for the HOMO energy (spin up / spin down): -0.6036 / -0.6020 hartree. Its calculated total energy is -212.20052 hartree. The value obtained for the gap between HOMO and LUMO (spin up / spin down) is 13.0 / 8.0 eV. The calculation puts the LUMO energy (spin up / spin down) at -3.4 / -8.4 eV. The calculation puts the energy above the lowest of the compared OMol25 structures with the same formula, charge and spin at 2.167 eV. For the largest force on an atom, the calculation gives 5.4 eV/Å. As for the spin multiplicity: 2. As for the net charge: +1.

Atoms and positions in Å:
N (-0.88, 1.02, -0.39)
C (-1.04, 0.11, 0.79)
C (0.00, 0.19, -1.39)
C (1.02, -0.53, -0.36)
C (0.32, -0.60, 1.00)
H (-0.46, 1.90, -0.26)
H (0.55, 0.96, -1.96)
H (1.92, 0.13, -0.37)
H (-0.73, -0.44, -1.93)
H (0.13, -1.54, 1.60)
H (-1.90, -0.51, 0.77)
H (1.34, -1.52, -0.86)
H (-1.19, 0.75, 1.64)
H (0.93, 0.08, 1.71)